# C12H44N6O10

10 unconnected molecules or ions with the total composition C12H44N6O10 at a distorted geometry (ωB97M-V/def2-TZVPD, the OMol25 dataset).

Properties
Energy relative to the best compared isomer or geometry (same formula, charge and spin): 145.1 kJ/mol
Structure (SMILES): NC(N)=O.NC(N)=O.NC(N)=O.CCO.CCO.CO.CO.CO.CO.CO
Gap between HOMO and LUMO: 10.04 eV
LUMO: 0.0181 hartree
2S+1: 1

```
72
C12H44N6O10 | the OMol25 dataset | ωB97M-V/def2-TZVPD
N 1.84967 4.99584 -4.64861
C 0.77459 4.65499 -3.86853
N 0.99706 4.69330 -2.52406
O -0.29051 4.31862 -4.37539
H 2.70598 5.33417 -4.25648
H 1.79658 4.88041 -5.64143
H 0.29339 4.30631 -1.91256
H 1.86565 5.04301 -2.17540
N -0.29634 -2.87307 -1.64417
C 0.79972 -2.66413 -2.44597
N 0.85145 -3.44698 -3.56731
O 1.70091 -1.88848 -2.13614
H -1.02659 -3.47498 -1.96360
H -0.25226 -2.52723 -0.68878
H 0.06776 -4.04492 -3.73423
H 1.60064 -3.39335 -4.22683
N -1.98294 0.37231 -0.01142
C -0.73593 -0.06705 0.27666
N 0.24720 0.83249 0.05765
O -0.56303 -1.23067 0.67376
H -2.19065 1.19601 -0.54768
H -2.75538 -0.27647 0.06896
H 1.21185 0.57398 0.21451
H 0.09796 1.78825 -0.23494
C 2.00118 -1.52924 4.17503
C 0.83762 -2.11757 3.36660
O 0.68189 -3.49522 3.65244
H 2.91422 -2.05620 3.91125
H 1.77949 -1.61288 5.24188
H 2.05625 -0.45946 3.95622
H 1.12640 -2.02655 2.32316
H -0.06790 -1.52081 3.50890
H 0.34428 -3.64289 4.53918
C 4.57608 -2.05202 0.24688
C 3.33001 -1.23205 0.59425
O 3.17568 -0.16174 -0.30071
H 4.67777 -2.98974 0.79372
H 5.51195 -1.49997 0.36624
H 4.53443 -2.30386 -0.81802
H 3.44670 -0.89988 1.62484
H 2.49556 -1.93470 0.55908
H 2.96101 -0.51215 -1.17657
C -5.06974 -2.38243 -0.68313
O -4.18792 -1.48080 -0.01404
H -4.49611 -2.94358 -1.42598
H -5.61792 -3.07102 -0.04050
H -5.80873 -1.79790 -1.23277
H -3.74693 -2.02069 0.66926
C -2.41721 -4.19867 2.40344
O -2.50228 -2.84564 1.92606
H -3.43322 -4.56747 2.53419
H -1.98136 -4.81888 1.61623
H -1.83954 -4.22947 3.32108
H -1.58172 -2.54213 1.82351
C -5.48641 1.72427 -0.02503
O -4.99150 1.11183 -1.19696
H -5.38561 2.80879 -0.10608
H -6.55051 1.49518 0.09752
H -4.94238 1.44885 0.88390
H -4.72708 0.21005 -0.98415
C 0.18538 4.28633 0.84374
O -0.56693 3.61385 -0.16474
H 0.75870 3.55356 1.40756
H 0.87398 5.03697 0.44766
H -0.48969 4.79497 1.53501
H -1.30206 4.18413 -0.41433
C 3.58457 3.21419 -0.22111
O 4.07790 2.40258 0.80314
H 4.30271 3.40430 -1.02928
H 2.64676 2.84052 -0.65792
H 3.32346 4.19664 0.18719
H 4.22205 1.51623 0.44413
```

# C12H44N8O10

10 unconnected molecules or ions with the total composition C12H44N8O10 at a distorted geometry (ωB97M-V/def2-TZVPD, the OMol25 dataset).

Properties
Energy relative to the best compared isomer or geometry (same formula, charge and spin): 418.7 kJ/mol
Structure (SMILES): NC(N)=O.NC(N)=O.NC(N)=O.NC(N)=O.CCO.CCO.CO.CO.CO.CO
Gap between HOMO and LUMO: 7.33 eV
LUMO: -0.0265 hartree
2S+1: 1

```
74
C12H44N8O10 | the OMol25 dataset | ωB97M-V/def2-TZVPD
N 0.97921 -0.61734 0.54421
C 0.65431 0.45696 1.23923
N -0.26465 1.21168 0.68179
O 1.35217 0.85615 2.37727
H 0.60072 -1.13251 -0.22838
H 1.67832 -1.21244 1.01713
H -0.75627 1.88168 1.32003
H -0.90523 0.77067 -0.04285
N 0.62224 3.48774 -0.20789
C 1.71600 3.75305 0.38479
N 2.64943 3.03728 -0.16768
O 1.83010 4.80883 1.20761
H -0.14242 4.13753 0.13403
H 0.26708 2.54490 0.12182
H 3.42405 2.84888 0.41537
H 2.44628 2.23964 -0.76102
N -1.73060 -3.61607 -1.04132
C -2.88553 -3.11220 -1.46008
N -2.86195 -2.32944 -2.43230
O -4.05128 -3.47195 -0.89823
H -1.81979 -4.33285 -0.32980
H -0.81689 -3.24697 -1.23787
H -3.75695 -1.95036 -2.66137
H -2.10292 -2.41448 -3.08154
N 2.22495 0.70810 -1.66654
C 1.94682 1.11743 -2.90622
N 0.64660 1.14394 -3.13829
O 2.92491 1.56112 -3.85286
H 3.24818 0.57019 -1.39398
H 1.60958 0.37261 -0.91333
H 0.36773 1.11950 -4.16030
H -0.07297 0.76125 -2.50730
C -2.79520 1.91624 -1.13144
C -2.30467 0.94695 -2.21349
O -1.38260 0.01687 -1.76425
H -3.20810 1.50232 -0.23565
H -3.53411 2.68190 -1.57682
H -2.05665 2.47563 -0.61035
H -1.77995 1.55097 -2.92778
H -3.08139 0.38464 -2.67552
H -1.74536 -0.86996 -1.89379
C -3.69244 -1.15249 2.68580
C -2.58489 -1.30852 1.66766
O -1.38282 -1.40988 2.38739
H -4.63641 -1.25363 2.15852
H -3.64880 -0.18349 3.11700
H -3.76590 -1.97028 3.36994
H -2.59184 -0.47433 0.88653
H -2.67493 -2.23798 1.15104
H -0.59958 -1.41552 1.85740
C 2.85358 -2.05777 2.90996
O 2.81776 -2.25896 1.49124
H 3.80318 -2.49431 3.28733
H 1.96313 -2.30639 3.49082
H 2.90734 -0.98119 3.07983
H 3.14811 -3.18211 1.27683
C 4.45999 0.42138 0.77241
O 4.65307 0.49485 -0.57483
H 4.92044 1.18504 1.35446
H 4.85504 -0.45589 1.10260
H 3.39368 0.37011 0.81323
H 5.62257 0.40616 -0.66308
C 1.91600 -2.64921 -1.83290
O 0.58113 -2.25428 -1.59835
H 2.36128 -2.27047 -2.76714
H 1.89670 -3.72402 -1.86233
H 2.57004 -2.29049 -0.98857
H 0.08304 -2.22297 -2.44231
C -2.85167 2.26081 2.62363
O -1.87265 3.05265 2.02818
H -2.37340 1.46534 3.19779
H -3.58779 1.88423 1.88139
H -3.41093 2.79057 3.39613
H -2.26520 3.66498 1.41733
```

# C12H47NO11

11 unconnected molecules or ions with the total composition C12H47NO11 at a distorted geometry (ωB97M-V/def2-TZVPD, the OMol25 dataset).

Properties
Energy relative to the best compared isomer or geometry (same formula, charge and spin): 44.3 kJ/mol
Structure (SMILES): COC[C@H](C)N.CCO.CCO.CCO.CCO.O.O.O.O.O.O
Gap between HOMO and LUMO: 9.02 eV
LUMO: -0.0093 hartree
2S+1: 1

```
71
C12H47NO11 | the OMol25 dataset | ωB97M-V/def2-TZVPD
C -2.24451 -2.29192 0.73196
O -1.26219 -2.77583 -0.15890
C -1.59090 -2.86015 -1.52721
C -0.42953 -3.53472 -2.25198
C -0.60220 -3.40373 -3.76787
N -0.46061 -4.99527 -1.97758
H -1.93613 -2.57384 1.74033
H -3.19574 -2.80411 0.56944
H -2.30411 -1.20177 0.73977
H -2.55754 -3.33552 -1.72540
H -1.67479 -1.82977 -1.91437
H 0.52892 -3.13863 -1.92629
H -0.73369 -2.35331 -4.03436
H -1.42347 -4.01529 -4.14348
H 0.28423 -3.80093 -4.26193
H -0.30179 -5.13734 -0.98331
H -1.40465 -5.32779 -2.14574
C -1.75452 1.64225 3.22448
C -2.97028 1.33231 2.33622
O -3.44020 -0.00816 2.59914
H -1.45204 2.68751 3.23847
H -0.90657 1.10309 2.80117
H -1.93051 1.29232 4.24043
H -2.61849 1.31564 1.29779
H -3.74764 2.06414 2.56986
H -4.25831 -0.02339 2.08774
C -2.07484 0.36780 -3.90642
C -3.34517 0.53457 -3.06240
O -3.04758 1.47040 -2.05220
H -1.81085 1.24436 -4.50028
H -2.20547 -0.46574 -4.59492
H -1.23623 0.24151 -3.21726
H -3.69444 -0.42848 -2.67658
H -4.14234 0.81796 -3.76178
H -3.82480 1.72762 -1.54468
C 0.74159 0.08537 0.92132
C 0.57807 -0.18588 -0.57617
O 1.62398 0.32753 -1.36403
H 1.68355 -0.33647 1.27827
H -0.01979 -0.38698 1.54213
H 0.72181 1.16424 1.07865
H -0.42213 0.16594 -0.85506
H 0.49525 -1.26636 -0.69548
H 1.40222 1.10138 -1.89143
C 4.01779 2.99627 4.01333
C 3.00703 2.71192 2.91619
O 1.69272 2.91001 3.43892
H 3.80728 2.38162 4.88849
H 4.02570 4.03231 4.34702
H 4.99187 2.70257 3.61557
H 3.08191 1.67204 2.58101
H 3.16134 3.35168 2.03841
H 1.08095 3.01042 2.68237
O 1.04497 2.39984 -3.20956
H 0.83689 2.62896 -4.12328
H 1.75762 3.00640 -2.95898
O 4.46591 -0.95260 3.17900
H 4.39159 -1.84064 2.77963
H 3.60090 -0.79217 3.56852
O 3.36968 -3.20286 1.99825
H 3.17593 -2.60933 1.25554
H 2.95210 -4.03902 1.76930
O 3.73049 -1.21965 -0.36301
H 4.26496 -0.58520 0.13004
H 2.95727 -0.70532 -0.67334
O -0.87292 2.94560 -1.12534
H -0.14968 2.77602 -1.75236
H -1.58532 2.33162 -1.39919
O 0.11928 3.83415 1.34291
H 0.55670 4.56487 0.89562
H -0.51853 3.48600 0.68490
```

# C12H48F2FeN24O12

A molecular structure, C12H48F2FeN24O12 at a distorted geometry (ωB97M-V/def2-TZVPD, the OMol25 dataset).

Properties
Energy relative to the best compared isomer or geometry (same formula, charge and spin): 0.0 kJ/mol
Gap between HOMO and LUMO (spin up / spin down): 9.24 / 7.57 eV
LUMO (spin up / spin down): -0.0559 / -0.1172 hartree
Charge: +1
2S+1: 6

```
99
C12H48F2FeN24O12 | the OMol25 dataset | ωB97M-V/def2-TZVPD
Fe -1.81327 -0.09322 -2.49816
F -3.50041 0.17911 -3.22279
F -0.11182 -0.20326 -1.72269
C 3.10693 -5.88619 -4.28263
O 3.00431 -4.70101 -4.06239
N 2.39516 -6.81994 -3.49619
N 3.73902 -6.42541 -5.34524
H 2.83412 -7.71507 -3.25792
H 1.82003 -6.32908 -2.81429
H 4.13691 -7.38820 -5.46672
H 4.31293 -5.71770 -5.75312
C -3.24848 -2.59999 -1.01050
O -2.61126 -1.52085 -1.12102
N -4.51406 -2.74772 -1.61657
N -2.76342 -3.73209 -0.39611
H -4.82241 -3.64638 -1.75241
H -4.57344 -2.13459 -2.46557
H -3.35273 -4.48073 -0.23837
H -2.04675 -3.51399 0.29034
C 0.39262 2.12929 4.38591
O -0.80521 2.46315 4.13861
N 1.37550 2.53348 3.58349
N 0.71718 1.32726 5.42731
H 2.29851 2.27789 3.73470
H 1.15989 3.08047 2.72278
H 1.67950 1.29221 5.65023
H 0.07567 1.32823 6.21357
C -0.80651 -2.02746 2.38843
O -1.19220 -3.08481 1.89259
N 0.25435 -1.92141 3.29211
N -1.34449 -0.85791 2.06019
H 0.09536 -1.25235 4.03383
H 0.58617 -2.81593 3.62454
H -1.77764 -0.86218 1.11859
H -0.80395 -0.02737 2.15057
C -0.30092 -2.38256 -3.99334
O -1.19914 -1.56013 -3.89607
N 0.02426 -2.91934 -5.15365
N 0.41288 -2.66133 -2.88690
H -0.71949 -2.96368 -5.82320
H 0.86485 -3.47153 -5.18568
H 1.27935 -3.21225 -2.88693
H 0.45897 -1.79731 -2.36817
C -1.74146 2.33836 -4.25860
O -1.16234 1.46856 -3.58960
N -1.20168 3.58222 -4.44333
N -2.86113 2.02624 -4.87537
H -0.54438 3.86754 -3.71649
H -1.79501 4.39531 -4.64366
H -3.35340 1.19243 -4.51502
H -3.38545 2.72595 -5.33046
C 4.53982 -1.16715 -2.23591
O 4.67254 -1.11114 -1.00867
N 4.57048 -0.09432 -3.01407
N 4.49328 -2.38731 -2.89295
H 4.95546 -0.17205 -3.95726
H 4.93120 0.74759 -2.57211
H 4.13439 -3.10612 -2.32525
H 4.01634 -2.39722 -3.83437
C -2.67756 1.39281 -0.06585
O -2.14453 1.46043 -1.25391
N -2.04645 1.89057 0.98557
N -3.80584 0.84792 0.04925
H -2.39516 1.67485 1.94481
H -1.19264 2.38907 0.92757
H -4.24626 0.52459 -0.79788
H -4.09696 0.51522 0.94745
C 3.85497 0.36422 4.11559
O 3.13386 0.01904 5.00088
N 4.32467 1.66289 4.03253
N 4.28603 -0.43282 3.13490
H 4.44525 2.16300 4.87380
H 4.60900 2.15405 3.18825
H 3.62780 -1.14231 2.91126
H 4.74939 -0.06963 2.36368
C -4.09562 1.03698 4.50477
O -4.27902 1.36444 3.34938
N -5.13551 0.52762 5.23532
N -2.83088 0.92224 4.97660
H -5.05054 0.24514 6.21721
H -6.03071 0.54669 4.75573
H -2.14046 1.45281 4.37742
H -2.61117 0.93869 5.94843
C -0.73640 5.43769 1.38018
O -0.25474 4.39322 0.97447
N -1.21539 6.34584 0.54110
N -0.76285 5.70601 2.72204
H -0.96521 6.22040 -0.41561
H -1.19624 7.30521 0.77044
H -0.20140 5.13261 3.33502
H -1.51169 6.13016 3.21074
C 2.03347 1.69854 0.22029
O 2.88436 2.31020 0.92591
N 0.90690 2.35917 -0.28230
N 2.21609 0.41068 -0.23750
H 0.69602 3.18668 0.26974
H 0.26679 1.94149 -0.99348
H 3.11929 -0.07389 -0.13253
H 1.48383 0.00052 -0.78929
```